Formula: C10H30BrCuN6O4
Source: the Open Molecules 2025 dataset
Level of theory: the ωB97M-V functional and the def2-TZVPD basis

- Spin multiplicity: 2
- Energy: -5242.80138 Ha
- LUMO level (spin up / spin down): -0.0913 / -0.1515 hartree
- ΔE to the lowest compared entry with this formula, charge and spin: 3.1301 eV
- Charge: +1

CARTESIAN COORDINATES (ANGSTROEM)
Cu: 0.1747 -0.4027 0.5978
Br: 1.1289 -2.3288 2.3562
C: 2.0386 1.7216 2.5291
O: 1.3972 0.9693 1.8188
N: 2.5893 1.2452 3.6311
N: 2.1521 2.9848 2.2547
H: 2.9210 1.9575 4.2657
H: 2.4548 0.2597 3.8068
H: 1.7804 3.3450 1.3874
H: 2.7518 3.5575 2.8312
C: -2.3992 1.3533 2.2637
O: -1.4751 0.6235 1.9588
N: -3.5795 1.0558 2.7647
N: -2.4929 2.5667 1.9129
H: -4.4261 1.5920 2.8906
H: -3.7329 0.0575 2.7639
H: -3.3895 3.0304 1.9451
H: -1.7016 2.8835 1.3711
C: -3.0194 -3.1581 -1.0820
C: -1.7361 -2.6609 -0.5481
C: -0.6858 -2.3550 -1.4953
O: 0.5838 -2.0081 -0.8555
C: 1.5518 -3.0196 -0.9608
N: -1.8988 -1.4176 0.1487
H: -2.8026 -3.9586 -1.7893
H: -3.5417 -2.3701 -1.6246
H: -3.6548 -3.7011 -0.3823
H: -1.3029 -3.3237 0.2010
H: -1.0435 -1.5059 -2.0777
H: -0.6369 -3.2175 -2.1600
H: 1.0312 -3.9386 -0.6916
H: 2.4375 -2.7578 -0.3819
H: 1.9048 -3.0900 -1.9896
H: -2.3760 -0.7463 -0.4358
H: -2.5674 -1.4736 0.9036
C: -0.1125 1.9470 -3.0795
C: 0.3837 0.9469 -2.0901
C: 1.8603 1.1345 -1.7279
O: 2.1397 0.2905 -0.6171
C: 3.4984 -0.0038 -0.3339
N: -0.4772 1.1484 -0.8882
H: 0.4090 1.8977 -4.0353
H: -0.2043 2.9962 -2.7986
H: -1.1161 1.6366 -3.3703
H: 0.2388 0.0226 -2.6495
H: 2.1791 2.1162 -1.3778
H: 2.5942 0.9686 -2.5166
H: 3.9739 -0.4164 -1.2237
H: 3.6293 -0.7458 0.4538
H: 4.0839 0.8742 -0.0611
H: -1.3684 1.3900 -1.2974
H: -0.1470 2.0272 -0.5154

Forces on atoms 1 to 2 (eV/Å):
Cu 0.0 -0.5 1.3
Br -0.5 1.0 -0.8


Formula: FH3OSi
Source: the Open Molecules 2025 dataset
Level of theory: the ωB97M-V functional and the def2-TZVPD basis

- Energy: -466.43810 Ha
- LUMO level: 0.0161 hartree
- ΔE to the lowest compared entry with this formula, charge and spin: 1.4250 eV

CARTESIAN COORDINATES (ANGSTROEM)
O: -0.1195 -0.9871 -0.8175
F: -0.9400 1.2803 -0.1552
Si: 0.3692 0.2274 0.2021
H: -1.2735 -1.1143 -0.4777
H: 0.4106 -0.0136 1.7496
H: 1.5532 0.6072 -0.5014

Forces on atoms 1 to 2 (eV/Å):
O -5.3 -1.0 2.6
F 2.1 -0.9 1.2


Formula: CH14O6
Source: the Open Molecules 2025 dataset
Level of theory: the ωB97M-V functional and the def2-TZVPD basis

- Energy: -497.86181 Ha
- LUMO level: 0.0183 hartree
- ΔE to the lowest compared entry with this formula, charge and spin: 2.1513 eV

CARTESIAN COORDINATES (ANGSTROEM)
C: -1.2499 -2.0882 0.3380
O: -0.6126 -1.2713 -0.6304
H: -0.7210 -3.1013 0.4204
H: -0.7382 -1.8599 1.2509
H: -2.2477 -2.3374 0.5503
H: -1.1254 -1.1659 -1.4346
H: 1.9890 0.1763 -0.8300
H: 1.8705 1.5304 -0.4349
O: 2.1118 0.7827 -0.0595
H: -0.1806 2.0318 0.0517
H: -0.2443 3.3741 -0.7593
O: 0.2246 2.5520 -0.7007
H: -0.5618 0.4716 1.6532
H: -0.9052 0.2690 0.3028
O: -0.9995 0.9443 0.8805
H: 0.2695 1.2467 -2.1070
H: -1.3094 0.9698 -1.9081
O: -0.4563 0.6672 -2.4143
H: 1.9252 -1.8604 1.9308
H: 1.6323 -0.2611 1.7237
O: 1.3289 -1.0702 2.1763

Forces on atoms 1 to 2 (eV/Å):
C 4.3 -2.9 1.5
O -1.3 -0.2 0.2


Question: Look up the ΔE to the lowest compared entry with this formula, charge and spin of the second one.
Answer: 1.4250 eV